Below is a structure of composition C18H29N6PtS3, with properties calculated with the ωB97M-V functional and the def2-TZVPD basis.

**2S+1**: 1
**Relative energy (zero: lowest compared OMol25 entry of this formula, charge and spin)**: 24.26 kcal/mol
**Charge**: +3

Atoms and positions in Å:
1 Pt -0.40258 -0.03371 -0.49126
2 C -2.27633 -2.48140 -1.28289
3 C -1.94487 -2.60542 0.18759
4 N -0.63246 -2.00487 0.51325
5 C 0.58513 -2.80478 0.27484
6 C 0.94495 -2.99928 -1.17829
7 S 1.01126 -1.43044 -2.10021
8 C -0.19559 -1.69158 -3.44374
9 C -1.55733 -1.06122 -3.18586
10 N -1.93817 -1.12238 -1.76562
11 H -1.72615 -3.21127 -1.87158
12 H -3.33493 -2.69646 -1.43253
13 H -2.69945 -2.07630 0.77114
14 H -1.97135 -3.65543 0.48904
15 H -0.62786 -1.79537 1.50765
16 H 1.39662 -2.27313 0.77157
17 H 0.49425 -3.79217 0.73635
18 H 1.94793 -3.42227 -1.22317
19 H 0.28170 -3.67668 -1.71017
20 H 0.23760 -1.23766 -4.33398
21 H -0.23726 -2.76506 -3.62255
22 H -1.52518 -0.01306 -3.46900
23 H -2.29939 -1.55023 -3.82288
24 H -2.75620 -0.52852 -1.64847
25 N -1.30212 0.91422 3.03461
26 C -1.98408 1.51375 2.08239
27 N -1.71002 1.39963 0.79633
28 C -2.45980 2.24726 0.04387
29 C -3.43358 2.95215 0.76810
30 S -3.34031 2.60738 2.41277
31 C -2.06196 2.45819 -1.30021
32 C -2.54462 3.41022 -2.17726
33 S -1.56781 3.52388 -3.55401
34 C -0.52345 2.26338 -2.90243
35 N -0.94611 1.78114 -1.75274
36 N 0.56169 1.85574 -3.54990
37 H -0.40360 0.50136 2.78714
38 H -1.49623 1.08491 4.01191
39 H -4.16393 3.65260 0.38923
40 H -3.41209 4.04272 -2.05779
41 H 0.87178 2.32834 -4.38707
42 H 1.23138 1.26332 -3.07782
43 C 2.50218 1.50749 3.72254
44 C 3.04328 0.75172 2.50503
45 C 3.49602 -0.65940 2.94245
46 C 4.23557 1.48770 1.88387
47 C 1.97183 0.55145 1.51024
48 C 1.07895 0.36881 0.71780
49 H 3.30719 1.67178 4.43813
50 H 1.71637 0.93816 4.22689
51 H 2.10771 2.48340 3.43335
52 H 4.25236 -0.56555 3.72123
53 H 3.93262 -1.19926 2.10149
54 H 2.65681 -1.23167 3.34332
55 H 5.06082 1.49998 2.59527
56 H 3.97774 2.52232 1.65365
57 H 4.57104 1.00154 0.96839

Atomic partial charges in e from the Löwdin method, atoms 1 to 5:
1 Pt 1.333
2 C -0.140
3 C -0.124
4 N -0.119
5 C -0.216